Below is C23H37IN4O7P2RuS4 as an isolated structure, with properties calculated with ωB97M-V with the def2-TZVPD basis set.

Element x y z (Å)
H 0.613 -2.511 -4.168
H 4.709 -0.265 -2.680
H 3.988 -2.499 0.779
H -1.304 3.712 1.496
H -4.746 0.495 -0.334
H -0.155 -2.468 4.725
H 4.917 1.412 -2.141
S 0.998 -2.110 2.656
H 4.392 -1.503 -0.624
H -1.118 -2.698 -4.500
H 2.852 -3.403 -1.213
H 1.102 4.309 1.841
H -5.363 -3.337 -3.377
P 0.633 1.850 3.222
C 4.513 0.777 -2.930
H -1.611 -0.632 -3.199
I 0.701 5.648 -3.130
N -0.486 2.323 -0.797
H -2.098 3.642 -3.264
C 2.484 -2.499 -0.733
H -0.787 -4.808 4.366
C -4.891 -0.342 -1.006
P 1.271 -0.277 -1.554
C -1.365 3.422 -2.506
H 2.461 2.033 5.956
H 3.217 -0.926 0.572
S -1.138 0.955 2.924
C -0.231 -4.308 3.573
H -0.232 -1.324 -5.180
C 3.419 0.334 5.010
C -0.324 -1.973 -4.309
O 2.353 0.847 -1.834
O 1.971 -1.695 -1.819
C -4.034 -2.355 -2.010
C -6.089 -0.497 -1.678
C 0.491 -3.082 4.099
H -1.101 5.468 1.476
C 3.582 -1.807 0.039
Ru -0.248 0.520 0.606
C 0.373 4.464 2.638
C -3.857 -1.267 -1.144
N -1.518 2.409 -1.648
H 0.465 -5.016 3.127
H 2.831 2.046 -3.415
H -1.752 4.669 2.914
H 4.416 0.570 5.383
H -0.760 -1.816 -2.204
H 1.649 -2.775 -0.084
H 1.392 -3.344 4.652
C -0.484 -2.418 1.795
O -3.004 -3.220 -2.202
C -1.034 4.575 2.101
O 0.353 -0.160 -2.855
C 0.351 3.303 -1.125
H -2.238 1.697 -1.559
H 1.278 3.428 -0.589
C 3.037 1.021 -3.110
C -5.235 -2.501 -2.699
N -0.860 -1.630 0.847
C -0.165 4.035 -2.195
S 1.841 1.621 1.638
S -1.434 -3.776 2.321
H 2.997 2.329 4.300
H 5.038 1.008 -3.858
H -7.185 -1.715 -3.063
H 0.658 5.351 3.197
C -6.255 -1.583 -2.525
H 2.599 0.350 -3.847
N -2.025 -2.033 0.212
C -2.606 -1.039 -0.386
O -2.155 0.183 -0.355
C -0.669 -1.170 -3.081
H -3.294 -3.935 -2.777
O 1.233 1.226 4.534
H 2.972 -0.409 5.671
O 0.504 3.381 3.593
H 3.514 -0.090 4.009
H -6.888 0.218 -1.541
C 2.574 1.582 4.973

Properties
charge	+1
energy relative to the best compared isomer or geometry (same formula, charge and spin)	0.0	kJ/mol
LUMO (spin up / spin down)	-2.0 / -4.5	eV
multiplicity	6
expectation value of S²	8.765
HOMO energy (spin up / spin down)	-10.13 / -10.68	eV
total energy	-4312.28706	Ha
HOMO-LUMO gap (spin up / spin down)	8.1 / 6.2	eV

=====

Below is C23H37N2O3PdSi4 as an isolated structure, with properties calculated with ωB97M-V with the def2-TZVPD basis set.

Element x y z (Å)
H 0.531 -1.431 4.014
C -1.052 1.933 -3.484
C -1.439 -1.103 -3.745
C 1.623 -3.034 4.900
N 2.538 0.582 0.244
C 2.776 -3.816 4.819
Si -1.880 0.433 -2.773
H -1.958 2.431 3.534
H 4.234 -1.677 1.388
H 0.032 1.883 -3.391
O 0.790 -0.360 1.840
H -2.469 4.102 1.100
H 2.958 -4.587 5.557
C 2.027 -0.812 1.901
H -1.636 -3.489 2.286
H 4.999 1.985 -2.390
H -2.849 -2.214 2.389
H 0.624 -3.062 -0.135
C 1.778 2.779 -1.591
H -1.123 -1.817 2.507
H -3.976 1.452 1.370
C -3.345 -2.656 -0.696
C -1.853 -2.453 2.014
H -4.112 0.645 -3.715
C 1.614 3.817 -2.521
C 1.405 -2.063 3.950
C 4.048 2.503 -2.440
C 3.029 2.116 -1.547
H -1.948 -1.995 -3.381
H -1.744 -0.949 -4.783
H 4.605 -4.194 3.754
C -3.186 0.800 0.982
N 2.982 -0.384 1.124
C 3.862 3.514 -3.348
Si -1.142 -0.073 -0.543
C 2.316 -1.841 2.909
H 0.664 4.334 -2.537
H -0.927 4.002 0.228
H -1.172 0.843 3.429
H -0.293 -3.233 -1.641
H 0.914 -3.183 5.702
H 2.474 4.987 -4.074
H -0.224 2.316 3.213
H -2.410 3.405 -0.521
H -3.503 0.556 -0.037
H 4.368 0.679 -0.614
H -1.389 2.850 -2.999
C -3.739 0.645 -2.686
C 2.632 4.177 -3.374
C -1.866 3.491 0.423
C -1.191 1.851 3.014
H -0.365 -1.299 -3.746
H -4.020 1.599 -2.236
Si -1.604 1.824 1.201
Pd 0.592 1.002 0.406
C 3.355 1.076 -0.614
O 0.739 2.538 -0.797
H -3.270 -2.547 -1.778
H -4.187 -2.061 -0.341
O 4.452 -2.458 1.935
H 4.654 3.798 -4.025
H -0.543 -4.367 -0.315
Si -1.728 -2.278 0.168
C 3.699 -3.607 3.819
H -1.292 1.998 -4.549
H -3.578 -3.707 -0.494
H -4.254 -0.159 -2.159
C 3.495 -2.610 2.863
C -0.351 -3.318 -0.555
H -3.192 -0.106 1.589

Properties
charge	+1
energy relative to the best compared isomer or geometry (same formula, charge and spin)	50.3	kJ/mol
LUMO	-4.3	eV
HOMO energy	-10.60	eV
total energy	-2519.57062	Ha
HOMO-LUMO gap	6.3	eV

=====

Q: What is the formula in the first record?
A: C23H37IN4O7P2RuS4

=====

Q: energy relative to the best compared isomer or geometry (same formula, charge and spin) of number 2 (C23H37N2O3PdSi4)?
A: 50.3 kJ/mol